11 unconnected molecules or ions with the total composition C21H64O11 at a distorted geometry, computed with the ωB97M-V functional and the def2-TZVPD basis.

Computed properties:
Relative energy (zero: lowest compared OMol25 entry of this formula, charge and spin) = 53.4 kcal per mole
Total energy = -1666.031686 Eh
Orbital gap = 10.33 eV

CARTESIAN COORDINATES (ANGSTROEM)
C1 1.9284 -4.6140 0.3096
C2 1.1846 -3.5042 -0.3762
C3 0.1931 -3.9812 -1.3943
O1 0.4988 -2.8005 0.7615
H1 2.5493 -5.1955 -0.3858
H2 1.2265 -5.3432 0.7293
H3 2.6044 -4.2467 1.0783
H4 1.9181 -2.7892 -0.8096
H5 -0.5361 -3.2150 -1.7012
H6 -0.4136 -4.8010 -0.9810
H7 0.7584 -4.3544 -2.2339
H8 -0.1877 -2.2611 0.3463
C4 4.1311 -2.1368 2.2624
C5 2.9430 -2.0513 3.1820
C6 3.2480 -1.4623 4.5448
O2 1.8925 -1.2250 2.5839
H9 4.4264 -1.1305 1.9827
H10 3.8258 -2.5831 1.3134
H11 5.0033 -2.7071 2.5976
H12 2.5930 -3.0608 3.3821
H13 4.0645 -1.9129 5.0992
H14 2.3323 -1.5066 5.1338
H15 3.4683 -0.4309 4.3650
H16 1.5255 -1.8058 1.8845
C7 3.4375 1.3418 -3.0732
C8 3.8643 0.2066 -2.1439
C9 2.9782 0.0791 -0.9084
O3 3.9421 -0.9929 -2.9220
H17 3.9641 1.2852 -4.0270
H18 3.5197 2.3267 -2.6425
H19 2.3909 1.1412 -3.3150
H20 4.8926 0.3858 -1.7959
H21 1.9475 -0.1473 -1.1898
H22 2.8782 1.0063 -0.3395
H23 3.3608 -0.7156 -0.2804
H24 4.2564 -1.7256 -2.3589
C10 -4.1023 -3.2274 -0.4636
C11 -4.5530 -1.8918 0.0243
C12 -4.4279 -1.6166 1.5071
O4 -3.7521 -0.9315 -0.7489
H25 -4.2456 -3.3871 -1.5411
H26 -4.5698 -4.0118 0.1384
H27 -2.9832 -3.3407 -0.2904
H28 -5.5865 -1.6931 -0.3136
H29 -3.3758 -1.7937 1.7679
H30 -5.0686 -2.2971 2.0768
H31 -4.6567 -0.5617 1.7362
H32 -4.1285 -0.0261 -0.6834
C13 -0.1757 3.6529 -2.3369
C14 -0.1265 4.2969 -3.7432
C15 0.3076 3.3667 -4.8160
O5 -1.3967 4.8583 -4.0811
H33 0.7213 3.1883 -2.0249
H34 -1.0018 2.9496 -2.2426
H35 -0.4132 4.4121 -1.6237
H36 0.5589 5.1445 -3.6493
H37 -0.2844 2.4614 -5.0128
H38 1.3215 3.0012 -4.6733
H39 0.3452 3.9382 -5.7285
H40 -1.9510 4.0942 -4.2396
C16 -4.4126 2.1633 1.1062
O6 -5.0262 1.5816 -0.0375
H41 -3.5500 2.7213 0.7723
H42 -5.1033 2.9109 1.5601
H43 -4.1203 1.4602 1.8800
H44 -5.9242 1.3209 0.1835
C17 0.4780 -1.3521 -3.9133
O7 0.6331 -0.0779 -4.5805
H45 0.0120 -1.1551 -2.9833
H46 -0.1019 -2.0383 -4.5118
H47 1.4637 -1.7690 -3.7320
H48 1.3826 -0.2395 -5.1798
C18 -0.9931 3.5553 2.0578
O8 -2.2362 3.6018 2.7301
H49 -0.5488 2.5662 2.1814
H50 -1.1872 3.7431 1.0019
H51 -0.2748 4.3161 2.3066
H52 -2.2623 4.4519 3.1768
C19 -1.9372 0.2151 3.5185
O9 -3.0050 1.0604 3.8690
H53 -1.1138 0.2912 4.2338
H54 -2.3336 -0.7904 3.4587
H55 -1.6333 0.5149 2.5027
H56 -2.8181 1.9066 3.4549
C20 1.9690 2.0713 3.5040
O10 1.7993 1.5524 2.2436
H57 3.0210 2.2474 3.8000
H58 1.3702 2.9700 3.5168
H59 1.5427 1.3755 4.2572
H60 1.8158 0.5802 2.2311
C21 -0.8237 0.6991 -0.4074
O11 -0.9407 -0.6900 -0.2998
H61 -1.1284 1.1017 -1.3980
H62 -1.3739 1.2725 0.3746
H63 0.2176 0.9999 -0.2728
H64 -1.9215 -0.7966 -0.3212

Forces on the atoms, in the same order (eV/Å):
0.36 -1.03 -0.39
-0.11 1.32 1.83
-0.75 -0.16 0.32
0.70 -1.03 -1.42
-0.08 0.25 -0.09
0.04 0.28 0.18
-0.19 0.05 0.13
-0.51 -0.24 0.04
0.54 -0.02 -0.08
0.27 0.08 -0.06
-0.07 -0.12 -0.55
0.06 0.57 0.16
0.11 0.25 -0.99
-0.07 0.06 0.64
-0.62 0.16 -0.31
1.02 -1.33 0.32
0.34 0.28 0.17
-0.05 -0.14 -0.02
-0.28 0.13 0.37
-0.56 -0.24 -0.34
0.10 -0.27 -0.18
0.07 0.02 0.17
0.32 0.86 0.20
-0.50 0.34 -0.08
-0.62 -1.25 -0.35
0.96 0.67 0.39
-0.44 0.07 -0.63
-0.38 -0.53 0.19
0.27 0.12 0.16
0.17 0.22 0.28
-0.13 0.27 -0.02
-0.09 0.26 0.05
0.01 -0.33 -0.18
0.49 -0.01 0.06
-0.04 -0.11 0.38
-0.23 0.61 -0.30
1.64 -0.92 0.50
-0.42 1.86 -1.39
0.53 -0.10 -0.19
0.07 0.13 0.43
-0.27 0.15 0.42
-0.09 -0.09 -0.31
-1.18 0.22 -0.09
0.10 -0.34 0.28
-0.23 0.01 0.22
0.09 0.21 0.05
-0.06 -0.57 -0.03
-0.04 -0.53 0.23
-1.29 0.53 -0.84
-0.26 -0.19 1.50
0.86 -0.59 -0.96
0.31 0.12 0.26
1.09 -0.60 0.07
0.04 -0.26 -0.33
-0.06 0.74 0.54
-0.04 -0.03 -0.35
-0.26 0.35 0.48
0.19 -0.03 0.29
-0.09 0.16 -0.59
-0.47 -0.10 -0.12
-0.78 1.12 0.35
0.08 -0.39 -0.22
0.23 -0.04 -0.16
0.44 -0.44 -0.16
-0.03 -0.27 -0.10
-0.02 0.02 0.05
0.76 0.74 -0.76
0.50 -0.82 -0.30
-0.62 0.06 0.94
-0.34 -0.25 -0.16
0.13 -0.22 0.18
-0.46 0.49 0.18
0.03 -0.62 -1.31
0.06 0.56 0.68
0.09 0.17 -0.04
0.08 -0.30 -0.31
0.19 0.35 0.78
-0.38 -0.10 0.17
-0.12 0.34 -0.73
-0.57 0.12 0.44
0.09 -0.15 -0.17
0.23 -0.32 0.18
0.52 -0.47 0.26
-0.03 0.47 0.24
-0.25 -0.74 1.42
0.03 -0.43 -1.83
-0.31 0.18 -0.29
0.20 0.57 0.45
0.16 0.39 -0.08
0.20 0.01 0.35
0.57 1.72 -0.09
-1.31 -0.03 0.04
-0.02 -0.51 0.47
0.03 -0.57 -0.39
0.03 -0.19 0.01
0.32 -0.64 -0.20